# 1
Computed, not measured: C24H31IrN3O7S as an isolated structure, with the ωB97M-V functional and the def2-TZVPD basis.

The geometry in XYZ format:
```
67
Properties=species:S:1:pos:R:3
H -0.81089 -0.87704 5.07406
C 1.82756 -2.74900 -1.19813
H -2.83637 -3.11248 -0.44811
O 0.08160 1.65303 -0.71608
N 3.30246 -6.14237 -2.14987
O 0.62246 0.38906 2.09952
C 3.57998 -2.09648 2.46188
C 2.99686 -4.85025 -1.42659
H -0.58478 2.70709 -2.39614
C 1.07817 0.07860 5.59546
C 0.77759 -1.61220 -2.92362
H -2.46530 1.20632 -1.88235
H 0.21771 -0.75625 -3.25521
C 3.22029 -3.56761 0.60139
H -1.71931 0.68245 -3.38781
H -0.61400 3.57689 -0.28896
H 2.15454 -4.46450 -4.09595
Ir 0.22209 -0.43953 0.13447
C 3.85435 -3.28849 1.82807
H 2.38164 -0.30481 2.40746
O -1.24823 -0.47779 -1.71451
H -2.65908 2.21339 -0.10355
C 2.62029 -1.23951 1.92651
H 4.10114 -1.81236 3.36580
N 1.96343 -1.52492 0.80446
O 3.94456 -6.93686 -1.52503
H -0.30145 1.64365 6.21228
H -3.35562 -2.08053 1.52734
H 1.51550 2.18725 3.77604
O -1.48752 -1.89914 0.60124
C -0.35286 1.68556 -2.09271
C 3.49965 -4.73097 -0.18350
H 0.54636 -1.45825 4.07913
H 2.12239 0.00505 5.28538
C 0.64494 1.53880 5.67812
H -0.05910 2.95599 4.13886
C -2.34041 -1.41642 -1.64874
H -3.56718 0.07980 0.35040
C -2.92652 -0.00298 1.22865
H -3.49597 0.37318 2.08396
H 0.15872 2.68208 1.02385
H 1.36515 2.13872 6.23620
H -2.01729 -1.46247 2.50758
C -1.55164 0.79750 -2.31342
H 0.50169 1.34713 -2.67663
C 2.30694 -2.64000 0.10662
C -2.49034 -1.41556 1.52876
C 1.17524 -2.58352 -3.84402
N 1.07079 -1.71880 -1.63559
C 1.86081 -3.69105 -3.40123
C 0.13337 -0.59638 4.60471
C -1.97551 -2.46924 -0.63642
H 0.93831 -2.45473 -4.89140
H 1.00611 -0.40566 6.56861
H 4.56685 -3.99090 2.24616
C 2.21940 -3.80492 -2.03750
O 2.85311 -6.24732 -3.26495
H -2.20141 2.72263 1.51784
C -0.53160 2.60020 0.18829
H -2.47609 -1.90565 -2.61686
H -1.15641 -3.08538 -1.00164
H 4.13031 -5.51066 0.22631
S -0.28814 0.67899 3.35068
C 0.53978 2.05379 4.24870
H -3.26776 -0.89883 -1.40599
C -1.88658 2.12172 0.66052
O -1.72418 0.74784 1.05279
```

Calculated values
**Charge**: +4
**Largest force on an atom**: 0.032 Eh/bohr
**Gap between HOMO and LUMO (spin up / spin down)**: 0.17545 / 0.18344 Eh
**Energy**: -57817.8460 eV
**Multiplicity**: 2
**Lowest unoccupied orbital energy (spin up / spin down)**: -15.9 / -15.7 eV

Löwdin population analysis, charges in e, atoms 1 to 2: H 0.115; C -0.149

# 2
Computed, not measured: an isolated molecule of C6H10, with the ωB97M-V functional and the def2-TZVPD basis.

The geometry in XYZ format:
```
16
Properties=species:S:1:pos:R:3
C -0.55532 -0.66478 -0.59810
H 1.35142 -1.01937 -1.48296
C 1.28111 1.05892 -0.94724
H -1.12991 -1.49021 -1.02587
H -2.85881 -1.03771 0.91728
C -1.97526 -0.73428 1.48794
H -0.29804 0.62865 1.01122
C 2.11764 1.10067 0.08434
H 2.38797 0.19625 0.62544
H 2.55011 2.03222 0.43401
H 1.02103 1.98687 -1.45377
H -1.61415 -1.61204 2.03697
C -0.88309 -0.19318 0.60282
H -2.28854 0.00796 2.23043
H 0.27722 -0.05876 -2.47845
C 0.61663 -0.20120 -1.44405
```

Calculated values
**Charge**: 0
**Largest force on an atom**: 0.004 Eh/bohr
**SMILES string**: C=CC/C=C/C
**Gap between HOMO and LUMO**: 0.38130 Eh
**Energy**: -6382.8180 eV
**Lowest unoccupied orbital energy**: 1.2 eV

Löwdin population analysis, charges in e, atoms 1 to 2: C -0.125; H 0.113

# 3
Computed, not measured: an isolated molecule of C4H5FO, with the ωB97M-V functional and the def2-TZVPD basis.

The geometry in XYZ format:
```
11
Properties=species:S:1:pos:R:3
C -0.88312 0.03459 0.15333
C 1.64933 -0.58336 0.07878
C 0.26289 -0.27112 0.06653
H -2.31111 1.32459 -0.58454
C -2.23717 0.50896 0.09770
H 2.85213 0.53636 -0.95970
H 1.90083 -1.43123 -0.62268
O 2.50751 0.48514 -0.08477
F -3.13337 -0.44001 -0.22749
H -2.45807 0.89941 1.07513
H 1.85013 -1.06332 1.00771
```

Calculated values
**Charge**: 0
**Largest force on an atom**: 0.055 Eh/bohr
**SMILES string**: OCC#CCF
**Gap between HOMO and LUMO**: 0.38701 Eh
**Energy**: -8991.3125 eV
**Lowest unoccupied orbital energy**: 0.7 eV

Löwdin population analysis, charges in e, atoms 1 to 2: C 0.024; C -0.313

# 4
Computed, not measured: an isolated molecule of C3N2O, with the ωB97M-V functional and the def2-TZVPD basis.

The geometry in XYZ format:
```
6
Properties=species:S:1:pos:R:3
C -0.07123 1.07937 -0.55777
N 0.79120 0.86235 0.55990
C 0.81655 -0.33347 1.10168
C -0.08614 -1.15913 0.41148
O -0.77864 -1.93996 -0.03879
N -0.66241 1.50296 -1.47221
```

Calculated values
**Charge**: 0
**Largest force on an atom**: 0.037 Eh/bohr
**SMILES string**: N#CN=C=C=O
**Gap between HOMO and LUMO**: 0.29838 Eh
**Energy**: -8133.9700 eV
**Lowest unoccupied orbital energy**: -2.2 eV

Löwdin population analysis, charges in e, atoms 1 to 2: C -0.312; N 0.045

# 5
Computed, not measured: a 13-piece molecular cluster, H27O13 overall, with the ωB97M-V functional and the def2-TZVPD basis.

The geometry in XYZ format:
```
40
Properties=species:S:1:pos:R:3
H 3.06660 2.62528 -0.21191
O -2.11737 -1.31876 -0.11870
O -1.26094 -0.94942 2.36940
H 0.94386 0.67830 -1.22091
O 1.84364 -0.46855 2.50196
H 0.43891 -2.28646 -3.34420
O -0.81915 1.42977 2.35984
H -4.13447 0.20914 -1.81475
H 0.24662 3.03739 -2.27335
H -0.36442 -2.64183 0.79750
H -0.46749 1.82281 -2.89670
O 3.09500 0.21865 -0.93965
H 4.07773 0.32894 -1.20998
H 1.45118 -2.83640 -1.53502
H -2.14262 3.01680 -0.10546
H 0.66309 -1.74182 1.25976
O 1.74691 -2.65685 -0.64202
H -0.87065 -0.21185 2.99118
H -0.85103 -2.05442 -2.34697
H 2.78074 -0.22892 2.82277
O 2.24778 2.80100 -0.37141
H -0.94305 1.86449 -0.02126
H 0.03656 1.84830 2.15019
H 2.11302 -3.61747 -0.45600
O -0.41320 2.32128 -2.12417
O -0.16024 -2.62869 -2.69348
H -1.96522 -0.70590 -0.81772
O -1.45062 2.65193 0.47279
H -1.17884 -0.42463 1.56330
H -3.43866 1.55340 -2.08110
H 1.35443 -0.61803 3.37186
H -1.71466 1.84831 1.90346
H -0.13339 -2.17686 2.31933
H 0.30142 0.11025 0.16868
H 1.65691 2.42248 0.16656
H -3.03905 -1.45368 -0.11987
O 0.32924 -2.71641 1.35962
O -3.38751 0.72097 -1.41757
H 3.30189 -0.33943 -0.13799
O 0.19778 0.59157 -0.62177
```

Calculated values
**Charge**: 0
**Largest force on an atom**: 0.168 Eh/bohr
**Gap between HOMO and LUMO (spin up / spin down)**: 0.10551 / 0.37621 Eh
**Energy**: -27048.5373 eV
**Multiplicity**: 2
**Lowest unoccupied orbital energy (spin up / spin down)**: -0.2 / -0.3 eV

Löwdin population analysis, charges in e, atoms 1 to 2: H -0.067; O -0.029

# 6
Computed, not measured: C37H33IIrN4PS as an isolated structure, with the ωB97M-V functional and the def2-TZVPD basis.

The geometry in XYZ format:
```
78
Properties=species:S:1:pos:R:3
N -0.43004 -1.40813 1.50009
H 3.75498 -4.18376 -0.20797
N 2.14433 0.32848 0.93953
C 3.22065 -1.38886 -2.77868
C -1.90614 -3.16320 3.06623
I -3.41403 -0.33722 -0.10591
C 0.45846 2.33336 -3.73342
C -3.45261 4.69298 3.45414
H -1.62894 -0.31975 -2.04908
C 4.12246 -0.23244 1.89286
H -2.27358 -1.44986 4.30604
C 4.24350 -2.30666 -2.98842
H 1.31418 -1.16853 3.33659
C 3.58876 -3.39656 -0.93093
C -2.51843 3.59202 1.52622
H 2.91417 -1.88251 3.42069
C -3.37981 4.53076 2.08445
C 2.31538 4.38122 2.58451
H 3.43892 2.10643 -1.47510
H 4.88720 -2.23450 -3.85429
Ir 0.18830 0.13331 -0.03992
H -0.03225 -3.01613 0.27718
C 2.14160 -1.54296 2.73020
H 1.77714 -2.42856 2.20172
P -0.46063 1.51986 1.79864
H 3.85945 4.42424 4.07217
H 1.09795 2.24858 -4.60415
H -2.65475 4.06033 5.34548
C -1.02703 -0.98815 2.61556
C 0.61980 1.47199 -2.64917
H -1.32520 -4.64844 1.59493
C 3.13943 1.14081 0.43163
C -1.26757 -3.61808 1.91122
C -1.46688 -0.65126 -1.02595
C 2.76901 -0.50472 1.85068
H -2.49900 -3.83701 3.66955
C -1.77543 2.99851 3.71485
C -1.24616 2.40522 -1.54306
H 2.55638 5.35917 2.18860
C -1.78544 -1.84489 3.42593
H 4.83594 -0.73428 2.52812
H -0.70396 3.95229 -4.52389
C 1.69457 1.86705 3.59006
H 0.71078 4.06771 1.20481
H -1.39484 0.60738 3.77548
H 1.46667 0.88156 3.97131
C 2.91828 2.26891 -0.52498
C 4.36317 0.81455 0.98436
H 5.30172 1.29952 0.76657
H 1.86641 2.42855 -0.73931
H 5.21342 -4.02717 -2.18579
H -2.27744 3.93683 -2.61419
H -4.12412 5.42369 3.88496
N -0.85726 0.32657 2.96965
C -1.42430 3.26833 -2.61129
C 2.73752 2.59871 4.13767
N 1.40650 -0.48579 -1.61759
C -0.55328 -2.71031 1.17420
H -1.38566 -1.73801 -1.03655
H -2.47007 3.52809 0.45762
C 1.50962 0.34075 -2.63545
C 3.04736 3.85504 3.63870
C 2.39171 -1.47454 -1.65867
H -1.99722 2.34802 -0.77802
C 0.96770 2.38774 2.52680
C 1.27866 3.64969 2.02940
C 2.57049 -2.48900 -0.72479
H 3.30693 3.20033 -0.10333
H 3.31540 2.17863 4.95029
C -0.16006 1.53301 -1.46872
H -3.99295 5.13807 1.43188
C -0.55267 3.27176 -3.69772
S 2.75170 -0.03775 -3.76863
H 1.94000 -2.53080 0.14789
C -2.63628 3.92417 4.27200
H -1.10634 2.46258 4.37793
C -1.71772 2.79047 2.32898
C 4.41860 -3.30597 -2.05175
```

Calculated values
**Charge**: 0
**Largest force on an atom**: 0.030 Eh/bohr
**Gap between HOMO and LUMO**: 0.23784 Eh
**Energy**: -75930.7450 eV
**Lowest unoccupied orbital energy**: 0.0 eV

Löwdin population analysis, charges in e, atoms 1 to 2: N -0.049; H 0.108

Values for energy above the lowest of the compared OMol25 structures with the same formula, charge and spin, kJ/mol, ordered as above
371.0; 100.5; 165.7; 259.3; 510.7; 109.2